Computed, not measured: a 3-piece molecular cluster, C37H42Br2F4O14S2 overall in a non-equilibrium geometry, with ωB97M-V with the def2-TZVPD basis set.

XYZ file:
```
101
Properties=species:S:1:pos:R:3:mulliken_charge:R:1
C 7.306 -0.834 -0.048 -0.525
O 7.264 -1.630 -1.259 -0.430
C 5.933 -1.610 -1.823 0.292
C 5.833 -2.396 -3.232 -0.978
C 4.470 -2.069 -4.030 -0.029
C 3.278 -3.140 -3.698 -1.018
C 1.830 -2.421 -3.776 0.205
C 0.981 -2.761 -2.421 -1.277
C 0.328 -1.444 -1.764 0.748
C 1.190 -0.364 -1.033 0.505
C 2.786 -0.540 -0.960 0.698
S 3.214 -1.084 0.760 1.089
O 2.665 -0.102 1.799 -0.515
O 2.661 -2.469 0.964 -0.630
C 0.604 0.905 -0.345 -1.088
C -0.922 1.128 -0.403 0.716
C -1.812 0.060 -1.149 0.250
C -1.233 -1.213 -1.831 0.283
C -2.176 -2.281 -2.582 -1.449
C -2.658 -3.423 -1.554 0.484
C -2.522 -4.894 -2.229 -1.215
O -1.921 -3.347 -0.290 -0.518
C -3.393 0.378 -1.113 -0.142
O -4.172 0.201 -2.078 -0.551
C -3.922 1.002 0.264 -0.035
C -5.267 0.667 0.944 -0.949
C -5.723 1.327 2.297 0.256
C -7.173 0.848 2.804 -1.003
S -8.486 2.162 2.485 0.839
O -9.503 1.581 1.508 -0.616
O -9.192 2.568 3.751 -0.520
C -4.831 2.374 3.070 0.545
C -5.270 3.016 4.452 1.082
F -4.212 3.446 5.292 -0.226
F -6.060 2.130 5.277 -0.290
C -6.225 4.325 4.235 0.453
F -7.084 4.361 5.394 -0.272
F -5.500 5.544 4.258 -0.215
C -3.478 2.734 2.346 0.271
C -2.443 3.823 2.923 -0.397
Br -2.707 5.772 2.773 -0.052
C -1.268 3.296 3.540 0.339
C -0.092 4.232 4.137 -1.116
Br -0.943 1.325 3.704 -0.093
C -3.034 2.075 1.000 0.224
C -1.641 2.408 0.268 -0.225
O -1.141 3.550 0.165 -0.553
H 6.397 -0.139 0.012 0.204
H 8.245 -0.168 0.019 0.270
H 7.295 -1.535 0.859 0.221
H 5.212 -2.142 -1.088 -0.054
H 5.573 -0.530 -2.019 0.257
H 6.714 -2.042 -3.870 0.306
H 5.920 -3.521 -3.008 0.287
H 4.132 -1.021 -3.704 0.029
H 4.635 -2.112 -5.159 0.514
H 3.499 -3.492 -2.619 0.333
H 3.291 -4.020 -4.436 0.282
H 1.919 -1.291 -3.828 -0.288
H 1.223 -2.812 -4.675 0.667
H 1.616 -3.251 -1.604 0.402
H 0.185 -3.542 -2.723 0.104
H 3.300 0.464 -1.161 0.599
H 3.114 -1.366 -1.678 -1.280
H 4.610 -1.164 0.883 0.006
H 1.290 1.650 0.186 0.338
H -1.598 -2.753 -3.465 0.361
H -3.113 -1.815 -3.037 0.418
H -3.773 -3.299 -1.271 0.468
H -3.542 -5.435 -2.168 0.312
H -2.220 -4.820 -3.328 0.295
H -1.751 -5.479 -1.624 0.271
H -2.577 -3.449 0.441 0.283
H -5.928 -0.114 0.416 0.306
H -7.181 0.478 3.885 0.384
H -7.520 -0.051 2.165 0.460
H -7.863 3.206 1.805 0.137
H -6.850 4.271 3.287 -0.111
H -0.415 4.809 5.066 0.269
H 0.868 3.626 4.348 0.312
H 0.184 4.952 3.273 0.341
O 2.531 -0.662 -5.738 -0.416
C 1.944 0.383 -5.702 0.399
O 1.929 1.293 -6.713 -0.378
C 0.953 2.272 -6.380 -0.421
C 0.866 2.169 -4.888 -0.339
O 1.206 0.812 -4.641 -0.048
H 1.268 3.263 -6.713 0.309
H 0.012 2.014 -6.874 0.283
H 1.591 2.813 -4.380 0.264
H -0.132 2.395 -4.511 0.296
O 5.298 0.357 7.299 -0.542
C 4.656 -0.163 6.433 0.599
O 3.320 0.031 6.242 -0.337
C 2.987 -0.570 4.997 -0.046
C 4.063 -1.585 4.812 -0.002
O 5.167 -1.023 5.506 -0.335
H 1.993 -1.018 5.036 0.292
H 3.001 0.197 4.218 0.092
H 3.816 -2.549 5.267 0.276
H 4.306 -1.742 3.760 -0.002
```

* strongest force on any atom: 6.497 eV/A
* SMILES: COCCCCCCc1c(C[SH](=O)=O)cc2c(c1C[C@@H](C)O)C(=O)c1cc(C[SH](=O)=O)c(C(F)(F)C(F)F)c(/C(Br)=C(/C)Br)c1C2=O.O=C1OCCO1.O=C1OCCO1
* Kohn-Sham gap: 7.3 eV
* spin multiplicity: 1
* total charge: 0

Computed, not measured: C37H42BrFGe2IrN3O2Se2 as an isolated structure, with ωB97M-V with the def2-TZVPD basis set.

XYZ file:
```
91
Properties=species:S:1:pos:R:3:lowdin_spin:R:1
Ir -0.683 0.210 -0.231 1.735
Br -0.999 2.285 7.052 0.000
C -1.379 1.959 5.245 0.000
C -2.664 1.595 4.870 0.000
C -2.931 1.321 3.540 0.002
C -1.917 1.414 2.596 0.006
C -0.636 1.774 2.979 -0.001
C -0.364 2.058 4.305 0.000
N -2.146 1.101 1.218 0.084
C -3.278 1.333 0.685 0.039
C -3.529 0.997 -0.729 0.011
C -4.768 1.175 -1.308 0.004
C -4.941 0.818 -2.641 0.007
C -3.864 0.305 -3.341 0.002
C -2.647 0.154 -2.689 0.018
N -2.485 0.495 -1.414 0.053
H -3.445 1.512 5.611 0.000
H -3.923 0.988 3.261 0.000
H 0.145 1.843 2.231 -0.001
H 0.630 2.350 4.613 0.000
H -4.083 1.803 1.245 0.003
H -5.586 1.575 -0.723 0.000
H -5.907 0.928 -3.115 0.000
H -3.959 0.004 -4.375 0.000
H -1.785 -0.268 -3.185 0.004
C -2.566 4.691 -4.380 0.044
Se -1.508 3.814 -3.022 0.450
C 0.218 4.434 -3.662 0.022
C 0.647 3.479 -4.759 0.020
Se 0.481 1.696 -4.035 0.365
C 0.968 0.729 -5.642 0.045
H -2.345 5.756 -4.354 0.010
H -3.613 4.521 -4.143 0.000
H -2.333 4.284 -5.363 0.009
H 0.877 4.448 -2.796 0.002
H 0.114 5.445 -4.052 0.002
H 1.658 3.661 -5.124 0.000
H -0.047 3.546 -5.595 0.003
H 1.858 1.197 -6.057 0.010
H 0.157 0.746 -6.366 0.006
H 1.185 -0.294 -5.349 0.000
O -0.318 2.613 -0.578 0.065
N 0.928 2.608 -0.687 0.009
O 1.398 1.463 -0.667 0.123
C 2.871 2.024 2.402 0.043
Ge 3.360 0.480 1.356 0.204
C 4.294 0.849 -0.290 0.029
C 4.293 -0.852 2.434 0.070
Ge 1.095 -0.984 1.122 0.203
C 0.370 -1.267 2.909 0.017
C 1.170 -1.177 4.050 0.005
C 0.640 -1.417 5.311 0.000
C -0.696 -1.764 5.447 0.000
C -1.503 -1.867 4.322 0.001
C -0.974 -1.612 3.062 0.007
C 1.873 -2.696 0.632 0.034
C 1.222 -3.854 1.060 0.012
C 1.720 -5.105 0.714 0.001
C 2.879 -5.209 -0.042 0.008
C 3.544 -4.061 -0.458 0.000
C 3.037 -2.814 -0.130 0.008
H 3.799 2.551 2.642 0.009
H 2.401 1.710 3.333 0.000
H 2.217 2.706 1.861 0.000
H 5.353 0.959 -0.041 0.006
H 3.922 1.765 -0.739 0.000
H 4.189 0.032 -1.002 0.001
H 5.343 -0.836 2.132 0.009
H 3.909 -1.859 2.295 0.002
H 4.222 -0.580 3.487 0.002
H 2.217 -0.916 3.961 0.001
H 1.270 -1.335 6.188 0.000
H -1.109 -1.959 6.428 0.000
H -2.545 -2.143 4.429 0.000
H -1.619 -1.680 2.191 0.003
H 0.329 -3.787 1.671 0.000
H 1.207 -5.999 1.047 0.000
H 3.270 -6.184 -0.301 0.000
H 4.458 -4.143 -1.032 0.000
H 3.557 -1.927 -0.473 0.001
F -0.596 -5.164 -3.165 0.004
C -0.584 -4.009 -2.491 0.010
C 0.424 -3.099 -2.743 0.002
C 0.445 -1.915 -2.018 0.037
C -0.540 -1.634 -1.070 0.069
C -1.553 -2.571 -0.856 0.033
C -1.576 -3.768 -1.559 0.002
H 1.194 -3.341 -3.464 0.000
H 1.263 -1.218 -2.173 0.005
H -2.333 -2.389 -0.123 0.006
H -2.344 -4.510 -1.388 0.000
```

* ΔE to the lowest compared entry with this formula, charge and spin: 0.0 kcal/mol
* strongest force on any atom: 0.705 eV/A
* Kohn-Sham gap (spin up / spin down): 6.6 / 4.5 eV
* ⟨S²⟩: 6.04
* spin multiplicity: 5
* total charge: +2

Computed, not measured: C37H42IKN8O6PSe2 as an isolated structure, with ωB97M-V with the def2-TZVPD basis set.

XYZ file:
```
98
Properties=species:S:1:pos:R:3:mulliken_charge:R:1
K 0.003 -1.011 1.068 0.785
C -3.743 -3.199 2.020 -1.242
C -3.997 -1.996 1.167 0.685
N -4.970 -2.023 0.305 -0.662
C -5.158 -0.950 -0.512 -0.768
C -4.401 0.178 -0.455 0.044
C -4.563 1.205 -1.540 -1.218
O -3.493 1.103 -2.490 -0.680
C -3.348 0.269 0.505 1.771
C -2.772 1.548 0.780 -1.605
N -1.666 1.817 1.396 0.570
C -1.531 3.077 1.956 -0.304
C -2.583 3.652 2.685 -0.207
C -2.447 4.876 3.320 -0.790
C -1.248 5.568 3.261 -0.574
C -0.185 5.021 2.555 -0.568
C -0.329 3.799 1.922 0.220
I 1.299 3.054 0.843 0.283
C -3.104 -0.851 1.356 0.382
O -2.226 -0.889 2.264 -0.949
H -4.510 -3.945 1.825 0.373
H -3.732 -2.927 3.077 0.356
H -2.759 -3.619 1.796 0.177
H -5.925 -1.063 -1.268 0.235
H -4.551 2.233 -1.175 0.493
H -5.516 1.043 -2.051 0.393
H -3.332 0.121 -2.628 -0.014
H -3.398 2.402 0.484 0.596
H -3.504 3.091 2.782 0.507
H -3.282 5.282 3.878 0.375
H -1.132 6.519 3.765 0.376
H 0.759 5.546 2.495 0.421
O 6.903 1.413 5.861 -0.592
N 6.686 1.350 4.667 0.949
O 7.522 1.549 3.806 -0.578
C 5.315 1.030 4.231 0.245
C 4.323 1.455 5.041 -0.898
C 2.957 1.254 4.676 1.202
C 1.867 1.653 5.474 -0.684
C 0.586 1.405 5.051 -1.232
C 0.405 0.778 3.802 -0.203
N 1.417 0.425 3.049 0.347
C 2.669 0.623 3.464 -0.858
C 3.738 0.131 2.617 0.088
N 3.363 -0.536 1.513 0.242
C 4.288 -1.089 0.767 -0.232
C 5.657 -0.982 1.067 -1.029
C 6.056 -0.272 2.169 -0.633
C 5.079 0.319 2.995 0.530
H 4.576 1.958 5.965 0.488
H 2.050 2.144 6.423 0.429
H -0.265 1.692 5.652 0.493
H -0.573 0.566 3.362 0.546
H 3.928 -1.666 -0.081 0.422
H 6.386 -1.464 0.430 0.417
H 7.104 -0.171 2.403 0.474
O -0.238 -3.758 -4.475 -0.599
C -0.747 -4.678 -3.516 -1.763
C -0.699 -4.198 -2.055 3.181
C -0.894 -5.460 -1.193 -1.651
O 0.183 -6.375 -1.261 -0.661
C 0.669 -3.540 -1.818 -0.972
Se 1.447 -3.633 0.006 -0.608
C -1.853 -3.247 -1.674 -0.726
Se -2.536 -2.038 -3.096 -0.339
H -0.869 -3.012 -4.448 0.264
H -0.124 -5.571 -3.589 0.580
H -1.780 -4.956 -3.766 0.270
H -1.784 -5.989 -1.550 0.563
H -1.075 -5.153 -0.158 0.510
H 0.903 -5.943 -0.759 0.327
H 0.583 -2.487 -2.104 -0.700
H 1.402 -3.980 -2.492 0.555
H -1.547 -2.654 -0.801 -0.468
H -2.722 -3.826 -1.355 0.615
C -0.757 0.630 -4.346 -0.151
N -0.821 1.370 -3.015 0.659
C -0.144 2.702 -3.163 -0.810
N 1.198 2.566 -3.659 0.087
C 1.196 1.818 -4.915 -0.956
N 0.591 0.503 -4.801 0.132
C 1.366 -0.415 -3.952 -0.286
P 1.592 0.188 -2.198 0.572
C -0.205 0.562 -1.916 1.277
C 2.085 1.924 -2.678 -0.725
H -1.346 1.225 -5.046 0.291
H -1.224 -0.346 -4.176 -0.365
H -1.839 1.466 -2.773 0.312
H -0.142 3.187 -2.186 0.404
H -0.743 3.283 -3.866 0.333
H 2.226 1.715 -5.257 0.392
H 0.635 2.392 -5.658 0.327
H 2.351 -0.563 -4.399 0.536
H 0.873 -1.391 -3.931 -0.094
H -0.350 1.124 -0.989 -0.670
H -0.783 -0.372 -1.874 -0.519
H 3.092 1.885 -3.099 0.445
H 2.135 2.548 -1.787 0.039
```

* ΔE to the lowest compared entry with this formula, charge and spin: 0.0 kcal/mol
* strongest force on any atom: 0.595 eV/A
* Kohn-Sham gap: 4.7 eV
* spin multiplicity: 1
* total charge: -1

Computed, not measured: C37H42N4OsP2 as an isolated structure in a non-equilibrium geometry, with ωB97M-V with the def2-TZVPD basis set.

XYZ file:
```
86
Properties=species:S:1:pos:R:3:lowdin_spin:R:1
Os 0.756 0.559 -0.987 0.774
C 3.390 1.412 -0.068 0.405
C 2.428 2.041 0.815 0.072
C 1.964 3.449 0.399 -0.003
C 1.625 3.575 -1.088 0.012
C 1.015 2.338 -1.730 0.050
C 1.697 1.285 -2.519 0.073
C 3.211 1.296 -2.655 0.029
C 3.949 1.796 -1.381 0.069
C -0.487 -0.473 -2.282 0.102
H 4.152 0.875 0.519 0.014
H 2.789 2.070 1.864 0.035
H 2.817 4.116 0.612 -0.003
H 1.138 3.797 1.033 0.001
H 0.889 4.388 -1.193 0.001
H 2.491 3.965 -1.633 0.001
H 0.102 2.685 -2.238 0.015
H 1.241 1.078 -3.508 0.015
H 3.483 1.929 -3.517 0.002
H 3.566 0.284 -2.902 0.001
H 4.963 1.351 -1.412 0.000
H 4.125 2.880 -1.457 0.021
H 0.260 -1.161 -2.718 0.015
H -1.009 0.048 -3.095 0.015
H -1.182 -1.082 -1.681 0.032
P -1.614 1.558 -0.195 0.022
P 1.093 0.595 1.393 0.237
N -2.167 2.705 -1.532 -0.002
N -3.266 0.990 0.068 0.010
N 3.117 -1.041 1.095 0.033
N 0.840 -0.950 2.758 0.027
C -1.167 2.462 1.337 0.003
C -0.164 1.646 2.218 0.036
C -1.955 2.581 -2.913 0.002
C -2.570 3.627 -3.581 0.002
C -3.254 4.403 -2.596 -0.001
C -3.004 3.808 -1.356 0.002
C -4.114 0.561 -0.978 0.000
C -5.416 0.586 -0.524 0.001
C -5.388 1.006 0.852 0.000
C -4.068 1.211 1.199 0.002
C 3.302 -1.325 -0.220 0.347
C 4.571 -1.933 -0.440 0.127
C 5.183 -2.015 0.840 0.126
C 4.247 -1.457 1.757 0.340
C 1.676 -1.667 3.582 0.003
C 1.012 -2.793 4.108 0.003
C -0.304 -2.760 3.579 0.002
C -0.362 -1.620 2.749 0.012
H -2.067 2.668 1.938 0.000
H -0.757 3.446 1.060 0.000
H 0.381 2.320 2.907 0.005
H -0.716 0.933 2.855 0.002
H -1.336 1.799 -3.333 0.001
H -2.516 3.801 -4.656 0.000
H -3.866 5.281 -2.778 0.000
H -3.353 4.065 -0.365 0.000
H -3.704 0.282 -1.942 0.000
H -6.303 0.347 -1.105 0.000
H -6.238 1.159 1.499 0.000
H -3.605 1.484 2.139 0.000
H 2.568 -1.121 -1.010 0.025
H 4.935 -2.242 -1.410 0.002
H 6.172 -2.391 1.091 0.002
H 4.360 -1.339 2.826 0.014
H 2.681 -1.352 3.797 0.000
H 1.433 -3.530 4.777 0.000
H -1.114 -3.457 3.747 0.000
H -1.203 -1.268 2.175 0.002
C -3.520 -4.153 1.129 0.006
C -3.495 -2.795 0.767 -0.004
C -2.327 -2.239 0.276 0.017
C -1.142 -3.001 0.111 0.082
C 0.047 -2.499 -0.442 0.576
C 1.114 -3.299 -0.696 0.098
C 1.129 -4.652 -0.219 0.036
C -0.005 -5.191 0.343 -0.003
C -1.181 -4.407 0.490 0.030
C -2.391 -4.941 0.985 0.003
H -4.448 -4.579 1.507 0.000
H -4.400 -2.193 0.856 0.000
H -2.294 -1.179 0.025 0.003
H 1.953 -2.958 -1.288 0.015
H 2.044 -5.237 -0.344 0.005
H -0.015 -6.239 0.665 0.001
H -2.423 -6.001 1.246 0.001
```

* ΔE to the lowest compared entry with this formula, charge and spin: 154.4 kcal/mol
* strongest force on any atom: 7.025 eV/A
* Kohn-Sham gap (spin up / spin down): 4.6 / 4.5 eV
* ⟨S²⟩: 6.06
* spin multiplicity: 5
* total charge: +2

The following DFT total energy values (in a.u.) correspond, in order, to the records above: -8831.7352; -13484.0431; -8366.4828; -2426.4866.